[1]
# C16H24ClO12

A 5-piece molecular cluster, C16H24ClO12 overall at a distorted geometry (ωB97M-V with the def2-TZVPD basis set, the OMol25 dataset).

Cartesian coordinates (Å):
Cl1 0.8458 -1.3616 0.7046
O1 1.0262 -0.5776 1.8872
O2 1.7068 -0.9192 -0.3251
O3 1.0486 -2.7429 1.0296
O4 -0.5066 -1.2355 0.2431
O5 -1.8216 1.7190 -1.2548
C1 -1.2830 1.0417 -2.1390
O6 -0.2319 1.4996 -2.9375
C2 0.3989 0.4753 -3.6391
C3 -0.2973 -0.8425 -3.1384
C4 -1.6907 -0.3400 -2.6633
H1 1.4141 0.3899 -3.2515
H2 0.3901 0.6760 -4.7104
H3 0.2727 -1.3134 -2.3375
H4 -0.5502 -1.5163 -3.9570
H5 -2.2266 -0.8843 -1.8857
H6 -2.5148 -0.2361 -3.3692
O7 -2.2762 2.8727 1.2725
C5 -1.6186 2.4188 2.2309
O8 -0.4651 3.0165 2.6684
C6 -0.1091 2.4935 3.9635
C7 -1.0881 1.3321 4.2925
C8 -1.9682 1.2055 3.1124
H7 -0.1807 3.1891 4.7996
H8 0.9155 2.1268 3.9008
H9 -1.6804 1.2885 5.2065
H10 -0.4577 0.4456 4.2231
H11 -3.0149 0.9198 3.2166
H12 -1.6305 0.3629 2.5089
O9 -0.4354 4.3328 -0.4167
C9 0.6681 4.0723 0.0906
O10 1.4283 5.0187 0.7107
C10 2.4039 4.3175 1.4157
C11 2.7479 3.0866 0.6511
C12 1.3539 2.7112 0.1466
H13 2.0984 4.0106 2.4160
H14 3.2699 4.9101 1.7106
H15 3.2260 2.3128 1.2515
H16 3.3693 3.3021 -0.2182
H17 0.7418 2.0510 0.7610
H18 1.4157 2.2527 -0.8404
O11 1.8561 -6.0950 -1.7000
C13 0.7591 -5.5806 -1.5041
O12 -0.0910 -6.1293 -0.6738
C14 -1.1316 -5.2401 -0.4551
C15 -1.1776 -4.4054 -1.7498
C16 0.2941 -4.2689 -2.1036
H19 -0.9195 -4.5227 0.3377
H20 -2.0358 -5.8425 -0.3668
H21 -1.4952 -3.3770 -1.5781
H22 -1.8250 -4.8312 -2.5163
H23 0.7582 -3.3222 -1.8269
H24 0.3138 -4.2675 -3.1934

Cartesian forces (eV/Å) of the 2 atoms listed first:
Cl -1.5 -0.8 0.9
O 0.3 0.8 0.7

Output
charge = -1
LUMO level = 2.88 eV

Mulliken population analysis, charges in e, atoms 1 to 2: 1.785 -0.709

---

[2]
# C2H2BrNO2

One molecule with the formula C2H2BrNO2 at a distorted geometry (ωB97M-V with the def2-TZVPD basis set, the OMol25 dataset).

Cartesian coordinates (Å):
C1 0.0590 0.5864 -0.0622
C2 1.1392 -0.3968 0.0080
N1 -1.2458 0.0356 0.0193
O1 -1.4126 -1.1941 -0.0798
O2 -2.1637 0.7758 0.1425
Br1 2.9432 0.0234 0.0784
H1 0.0627 1.5738 -0.3464
H2 0.6179 -1.4042 0.2401

Cartesian forces (eV/Å) of the 2 atoms listed first:
C 4.9 -5.3 0.1
C -5.6 2.5 0.8

Output
structure (SMILES) = O=[N+]([O-])/C=C/Br
LUMO level = -1.14 eV

Mulliken population analysis, charges in e, atoms 1 to 2: -0.262 -0.215

---

[3]
# C66H62Cl6F10

A 13-piece molecular cluster, C66H62Cl6F10 overall at a distorted geometry (ωB97M-V with the def2-TZVPD basis set, the OMol25 dataset).

Cartesian coordinates (Å):
Cl1 2.3445 -4.4775 5.5490
C1 0.7133 -4.2998 4.9537
C2 0.4185 -2.8714 4.5735
Cl2 0.3576 -1.6722 5.9012
H1 0.1064 -4.6804 5.7747
H2 0.4588 -4.9239 4.0829
H3 -0.5449 -2.7783 4.0838
H4 1.1568 -2.4567 3.8901
Cl3 0.2212 2.9032 -5.0105
C3 1.3110 1.6296 -5.6025
C4 0.8755 1.1880 -6.9921
Cl4 2.0552 0.3869 -8.0117
H5 1.3268 0.8232 -4.7916
H6 2.2057 2.2314 -5.7054
H7 0.6127 2.0876 -7.4990
H8 0.0432 0.5344 -6.9901
Cl5 -0.1183 2.9859 4.9277
C5 -1.5029 2.1639 5.7395
C6 -2.1051 1.1921 4.7874
Cl6 -3.4255 0.2848 5.6186
H9 -2.1817 2.9479 6.0759
H10 -1.0704 1.6697 6.6023
H11 -1.3608 0.4662 4.4695
H12 -2.5776 1.6159 3.8859
F1 2.0805 -3.7813 0.3728
C7 3.2290 -3.3279 0.8474
C8 4.1665 -2.8927 -0.0559
C9 5.3838 -2.4390 0.4417
C10 5.6402 -2.3936 1.7871
C11 4.6732 -2.7872 2.6584
C12 3.4630 -3.2782 2.1950
H13 3.9385 -2.9113 -1.1268
H14 6.1725 -2.1321 -0.2228
H15 6.5710 -2.0379 2.1825
H16 4.9863 -2.8881 3.6555
H17 2.7677 -3.7262 2.8851
F2 2.0649 3.3403 -1.6402
C13 1.9572 3.9943 -0.4404
C14 1.4924 5.2874 -0.4521
C15 1.4027 5.9846 0.7586
C16 1.7517 5.3481 1.9075
C17 2.2017 4.0299 1.9125
C18 2.3213 3.3346 0.6991
H18 1.3118 5.7680 -1.3739
H19 1.0126 7.0152 0.7691
H20 1.6034 5.8188 2.8650
H21 2.5557 3.6000 2.8303
H22 2.6464 2.3204 0.5542
F3 7.2101 -1.8515 -2.9283
C19 6.1171 -1.1104 -2.7827
C20 4.9094 -1.4826 -3.3264
C21 3.7780 -0.6662 -3.0963
C22 3.8980 0.4385 -2.2940
C23 5.0869 0.6768 -1.6131
C24 6.1845 -0.0982 -1.8437
H23 4.9004 -2.3587 -3.9859
H24 2.8549 -0.8967 -3.6218
H25 3.0444 1.0453 -2.1177
H26 5.1709 1.5510 -0.9749
H27 7.1705 0.1088 -1.4595
F4 -5.9640 -1.8760 -5.0678
C25 -5.4488 -1.7942 -3.8024
C26 -6.1833 -2.1415 -2.7155
C27 -5.5755 -2.0121 -1.4565
C28 -4.2432 -1.6015 -1.3664
C29 -3.5829 -1.1138 -2.4782
C30 -4.1700 -1.2568 -3.7269
H28 -7.1779 -2.5800 -2.8314
H29 -6.1475 -2.3833 -0.6146
H30 -3.7151 -1.5843 -0.4768
H31 -2.6037 -0.6862 -2.3975
H32 -3.8233 -0.7732 -4.6442
F5 2.2257 -0.3928 3.8080
C31 3.0244 0.6864 3.8007
C32 3.1105 1.4150 4.9609
C33 4.0136 2.5146 4.9353
C34 4.7118 2.8135 3.8144
C35 4.6429 1.9394 2.7180
C36 3.7578 0.8835 2.6484
H33 2.5798 1.1395 5.8493
H34 4.0129 3.1064 5.8154
H35 5.3537 3.6908 3.7420
H36 5.1745 2.1784 1.8141
H37 3.6775 0.1969 1.8333
F6 -2.5772 -5.2601 4.2402
C37 -2.4425 -4.1663 3.4303
C38 -1.6506 -4.3352 2.2830
C39 -1.4212 -3.1872 1.4903
C40 -1.9581 -1.9248 1.8626
C41 -2.7247 -1.8037 2.9952
C42 -2.9985 -2.9609 3.7722
H38 -1.4158 -5.3587 1.9212
H39 -0.8320 -3.2590 0.6026
H40 -1.7669 -1.0684 1.1643
H41 -3.2045 -0.8723 3.1492
H42 -3.5684 -2.8659 4.6809
F7 -3.3078 3.3803 0.4487
C43 -4.0231 2.5038 1.2054
C44 -4.4064 1.3065 0.6472
C45 -5.1731 0.4450 1.4763
C46 -5.3291 0.7439 2.8472
C47 -4.9795 1.9823 3.3282
C48 -4.2852 2.8654 2.5366
H43 -4.2647 1.0609 -0.3947
H44 -5.6167 -0.4179 0.9934
H45 -5.8365 -0.0023 3.4407
H46 -5.2351 2.1920 4.3869
H47 -3.8737 3.8030 2.9245
F8 -6.4865 0.9359 -4.4361
C49 -5.5911 1.8647 -4.1184
C50 -5.1426 2.0433 -2.8195
C51 -4.1948 2.9760 -2.5628
C52 -3.7389 3.8269 -3.5611
C53 -4.2107 3.6492 -4.8353
C54 -5.1257 2.6651 -5.1517
H48 -5.4400 1.4178 -2.0046
H49 -3.9047 3.1279 -1.5308
H50 -3.0281 4.5638 -3.2999
H51 -3.8308 4.2274 -5.6781
H52 -5.5097 2.6757 -6.1912
F9 -0.2061 0.3447 -2.5636
C55 0.0155 0.3930 -1.2470
C56 0.8026 -0.5850 -0.6550
C57 0.9126 -0.4662 0.7248
C58 0.3417 0.4998 1.4967
C59 -0.3771 1.5236 0.8514
C60 -0.6014 1.3959 -0.5369
H53 1.2584 -1.3655 -1.2611
H54 1.4829 -1.1978 1.2599
H55 0.5194 0.5568 2.5610
H56 -0.8457 2.3481 1.4049
H57 -1.3182 2.0523 -1.0181
F10 -0.6835 -2.9339 -2.0908
C61 0.2728 -2.9393 -3.0255
C62 0.0982 -2.2200 -4.2130
C63 1.0624 -2.2635 -5.2073
C64 2.2009 -3.0123 -5.0802
C65 2.2875 -3.8195 -3.9632
C66 1.3922 -3.7544 -2.8918
H58 -0.7413 -1.5573 -4.3606
H59 0.8316 -1.7305 -6.1334
H60 2.9955 -3.0936 -5.8336
H61 3.1199 -4.4809 -3.8450
H62 1.5848 -4.3897 -2.0556

Cartesian forces (eV/Å) of the 2 atoms listed first:
Cl 1.0 -0.3 -0.1
C -1.2 0.1 0.2

Output
LUMO level = 0.49 eV

Mulliken population analysis, charges in e, atoms 1 to 2: -0.183 -0.440

---

[4]
# C6H5ClO5S

A 2-piece molecular cluster, C6H5ClO5S overall at a distorted geometry (ωB97M-V with the def2-TZVPD basis set, the OMol25 dataset).

Cartesian coordinates (Å):
C1 1.6088 -0.6116 -1.5943
C2 0.3481 0.4741 2.2710
C3 1.1047 -0.2327 -0.4773
C4 -0.2400 0.9972 1.1721
C5 -0.3278 1.7449 -1.3281
C6 -0.0100 0.6508 -0.2159
O1 -1.4225 1.9408 -1.7699
O2 -0.9502 -2.7735 -0.8991
O3 0.7744 2.3447 -1.5349
O4 -1.4847 -2.2686 1.4879
O5 -3.0400 -1.4823 -0.3421
S1 -1.6211 -1.8248 0.0570
Cl1 -1.2353 2.5400 1.5322
H1 2.5032 -1.2395 -1.7170
H2 1.3309 -0.1899 -2.5546
H3 0.0175 0.9227 3.1902
H4 1.0856 -0.3566 2.3320
H5 1.5583 -0.6357 0.3908

Cartesian forces (eV/Å) of the 2 atoms listed first:
C 2.0 -0.5 -3.9
C -0.1 0.0 0.3

Output
charge = -2
LUMO level (alpha / beta) = 5.64 / 5.64 eV

Mulliken population analysis, charges in e, atoms 1 to 2: -0.952 -0.902

---

[5]
# C38H28N4O5PdSSeTe

C38H28N4O5PdSSeTe as an isolated structure (ωB97M-V with the def2-TZVPD basis set, the OMol25 dataset).

Cartesian coordinates (Å):
Pd1 1.5518 1.9361 -1.1702
C1 -9.5725 -4.4615 3.4988
O1 -9.5228 -3.0987 3.1332
C2 -8.3336 -2.6232 2.6582
C3 -8.3107 -1.2766 2.3131
C4 -7.1503 -0.7075 1.8238
C5 -5.9872 -1.4618 1.6716
C6 -6.0261 -2.8058 2.0174
C7 -7.1862 -3.3918 2.5064
C8 -4.7354 -0.8926 1.1625
N1 -3.6870 -1.5924 0.8084
C9 -2.7474 -0.6651 0.4190
C10 -3.2435 0.6077 0.5371
N2 -4.5243 0.4519 1.0109
C11 -2.5042 1.7831 0.2042
C12 -2.9673 3.1033 0.2935
C13 -2.1370 4.1281 -0.0730
C14 -0.8408 3.8430 -0.5277
N3 -0.4021 2.6028 -0.5988
C15 -1.1960 1.5780 -0.2431
C16 -0.6368 0.2410 -0.3427
N4 0.6529 0.1367 -0.7447
C17 1.2014 -1.0621 -0.8226
C18 0.4963 -2.2336 -0.5313
C19 -0.8147 -2.1517 -0.1481
C20 -1.4043 -0.8884 -0.0356
H1 -10.5845 -4.6447 3.8502
H2 -8.8657 -4.6864 4.3020
H3 -9.3636 -5.1128 2.6458
H4 -9.2145 -0.6935 2.4310
H5 -7.1665 0.3396 1.5455
H6 -5.1244 -3.3917 1.8998
H7 -7.1759 -4.4400 2.7679
H8 -5.1497 1.1889 1.2794
H9 -3.9723 3.3090 0.6469
H10 -2.4595 5.1591 -0.0274
H11 -0.1702 4.6296 -0.8718
H12 2.2308 -1.0885 -1.1540
H13 1.0054 -3.1847 -0.6050
H14 -1.3970 -3.0306 0.0972
C21 6.9270 -0.8523 -4.9179
C22 5.9618 -0.1572 -5.6345
C23 4.8453 0.3543 -4.9895
C24 4.6618 0.1969 -3.6120
C25 5.6383 -0.5157 -2.9063
C26 6.7545 -1.0286 -3.5504
C27 3.4387 0.7494 -2.9934
C28 3.2839 1.2214 -1.7519
C29 4.3881 1.3864 -0.7825
C30 4.3929 0.7330 0.4508
C31 5.4528 0.8939 1.3314
C32 6.5089 1.7353 1.0070
C33 6.4868 2.4292 -0.1964
C34 5.4347 2.2598 -1.0831
H15 7.8020 -1.2516 -5.4176
H16 6.0814 -0.0060 -6.7014
H17 4.0999 0.9084 -5.5484
H18 5.5207 -0.6630 -1.8405
H19 7.4967 -1.5716 -2.9762
H20 2.5927 0.8331 -3.6719
H21 3.5458 0.1212 0.7419
H22 5.4283 0.3842 2.2871
H23 7.3284 1.8745 1.7031
H24 7.2880 3.1173 -0.4416
H25 5.3930 2.8154 -2.0119
Te1 1.2113 1.7514 2.7201
C35 1.4182 -0.2846 3.1937
C36 0.5376 -1.3212 3.0006
C37 1.0303 -2.5979 3.3962
C38 2.2954 -2.5428 3.9001
S1 2.8702 -0.9202 3.8847
H26 -0.4503 -1.1519 2.5997
H27 0.4646 -3.5182 3.3086
H28 2.9015 -3.3569 4.2666
O2 0.7644 3.4148 -3.7150
Se1 1.6667 4.5360 -2.9418
O3 0.7402 5.7491 -2.3487
O4 2.3108 3.7408 -1.5755
O5 2.9223 5.0817 -3.8108

Cartesian forces (eV/Å) of the 2 atoms listed first:
Pd -0.2 0.0 -0.1
C 0.0 0.0 0.0

Output
charge = -2
LUMO level = 2.88 eV

Mulliken population analysis, charges in e, atoms 1 to 2: 0.163 -0.848

---

[6]
# C17H25BFN2O6PS

A 3-piece molecular cluster, C17H25BFN2O6PS overall (ωB97M-V with the def2-TZVPD basis set, the OMol25 dataset).

Cartesian coordinates (Å):
C1 1.9515 -1.6334 -0.2777
C2 0.5646 -2.1975 -0.5809
B1 -0.5372 -1.0998 -0.7132
O1 -0.2456 0.2156 -0.4961
C3 -2.0978 -1.4221 -1.1144
P1 -2.2421 -1.4368 -2.9444
O2 -0.9372 -1.2461 -3.6160
O3 -2.9134 -0.2562 -0.6842
S1 -3.5278 -0.4609 0.7650
O4 -4.9336 -0.2900 0.6839
O5 -2.7669 0.2270 1.7416
O6 -3.1818 -2.0187 0.8784
C4 -2.9063 -2.5325 -0.4210
C5 -2.2901 -3.9229 -0.3301
F1 -1.5073 -4.0876 -1.4779
C6 -3.3311 -5.0284 -0.2340
C7 -2.8077 -6.3774 -0.7201
H1 2.3115 -1.0051 -1.0915
H2 1.9631 -1.0348 0.6301
H3 2.6810 -2.4364 -0.1543
H4 0.5616 -2.7275 -1.5409
H5 0.2945 -2.9636 0.1525
H6 -0.3652 0.8121 -1.2453
H7 -2.9305 -2.6271 -3.2453
H8 -3.1861 -0.4252 -3.1828
H9 -3.8623 -2.6387 -0.9532
H10 -1.6513 -3.9639 0.5562
H11 -4.2157 -4.7598 -0.8161
H12 -3.6267 -5.1155 0.8127
H13 -1.9782 -6.7382 -0.1120
H14 -3.6070 -7.1152 -0.6578
H15 -2.4964 -6.3279 -1.7607
N1 3.3683 1.2728 0.9965
C8 4.6878 1.2314 0.8265
C9 5.5822 1.9551 1.6012
C10 5.0792 2.7673 2.6055
C11 3.7079 2.8178 2.7958
C12 2.9013 2.0499 1.9696
H16 5.0436 0.5886 0.0283
H17 6.6455 1.8839 1.4172
H18 5.7448 3.3508 3.2284
H19 3.2688 3.4383 3.5649
H20 1.8228 2.0581 2.0854
N2 1.9233 5.6340 -0.6748
C13 1.5199 4.4064 -0.3545
C14 0.3314 4.1354 0.3093
C15 -0.4833 5.1983 0.6636
C16 -0.0757 6.4826 0.3393
C17 1.1297 6.6449 -0.3279
H21 2.1825 3.5971 -0.6428
H22 0.0554 3.1143 0.5399
H23 -1.4181 5.0285 1.1823
H24 -0.6778 7.3437 0.5956
H25 1.4782 7.6354 -0.5997

Cartesian forces (eV/Å) of the 2 atoms listed first:
C 0.2 -0.2 0.0
C 0.0 0.1 0.2

Output
structure (SMILES) = CCB(O)[C@]1([PH2]=O)OS(=O)(=O)O[C@@H]1[C@H](F)CC.c1ccncc1.c1ccncc1
LUMO level = 0.51 eV

Mulliken population analysis, charges in e, atoms 1 to 2: -1.483 -0.114